(1)
This record from OMol25 describes a 11-piece molecular cluster, H22O11 overall. The level of theory is the ωB97M-V functional and the def2-TZVPD basis.

The charge is 0. The calculation puts the total energy at -22874.694 eV. The orbital gap comes out at 8.03 eV. For the energy relative to the best compared isomer or geometry (same formula, charge and spin), the calculation gives 157.3 kcal per mole. The SMILES is O.O.O.O.O.O.O.O.O.O.O.

Bonds (Å) are listed after each position.
CARTESIAN COORDINATES (ANGSTROEM)
1 O -0.244 0.703 0.179  H2 0.964, H3 0.964
2 H 0.261 0.060 -0.330  O1 0.964
3 H -1.109 0.291 0.285  O1 0.964
4 O 0.567 -3.194 -0.951  H5 0.964, H6 0.964
5 H 1.181 -3.006 -0.233  O4 0.964
6 H 1.135 -3.485 -1.674  O4 0.964
7 O 3.504 -1.382 -1.822  H8 0.964, H9 0.964
8 H 2.752 -0.802 -1.656  O7 0.964
9 H 4.272 -0.812 -1.702  O7 0.964
10 O -0.990 2.155 1.749  H11 0.964, H12 0.964
11 H -0.901 2.255 2.704  O10 0.964
12 H -1.005 3.061 1.419  O10 0.964
13 O 0.843 -0.919 3.537  H14 0.964, H15 0.964
14 H 0.125 -0.283 3.439  O13 0.964
15 H 0.438 -1.765 3.318  O13 0.964
16 O 2.636 2.043 -1.827  H17 0.964, H18 0.964
17 H 1.838 1.677 -1.430  O16 0.964
18 H 3.125 2.406 -1.080  O16 0.964
19 O -2.092 -1.192 0.889  H20 0.964, H21 0.964
20 H -1.843 -1.227 1.819  O19 0.964
21 H -2.566 -0.357 0.804  O19 0.964
22 O 0.307 1.571 -1.939  H23 0.964, H24 0.964
23 H -0.366 1.004 -1.546  O22 0.964
24 H 0.286 2.369 -1.399  O22 0.964
25 O 1.091 0.202 1.334  H26 0.964, H27 0.964
26 H 1.702 0.682 0.763  O25 0.964
27 H 1.185 0.631 2.192  O25 0.964
28 O -3.024 3.364 -1.324  H29 0.964, H30 0.964
29 H -2.850 3.063 -2.223  O28 0.964
30 H -2.319 2.966 -0.802  O28 0.964
31 O -2.624 -3.587 -0.014  H32 0.964, H33 0.964
32 H -1.809 -3.451 -0.511  O31 0.964
33 H -3.322 -3.383 -0.647  O31 0.964

(2)
This record from OMol25 describes a 11-piece molecular cluster, H22O11 overall. The level of theory is the ωB97M-V functional and the def2-TZVPD basis.

The charge is 0. The calculation puts the total energy at -22877.445 eV. The orbital gap comes out at 10.25 eV. For the energy relative to the best compared isomer or geometry (same formula, charge and spin), the calculation gives 93.8 kcal per mole. The SMILES is O.O.O.O.O.O.O.O.O.O.O.

Bonds (Å) are listed after each position.
CARTESIAN COORDINATES (ANGSTROEM)
1 O 11.966 30.277 28.674  H2 0.914, H3 1.020
2 H 12.109 29.400 28.461  O1 0.914
3 H 11.312 30.250 29.456  O1 1.020
4 O 15.074 32.589 33.554  H5 0.871, H6 0.954
5 H 15.874 32.880 33.368  O4 0.871
6 H 14.593 32.525 32.733  O4 0.954
7 O 15.900 30.109 30.075  H8 1.050, H9 0.984
8 H 14.984 29.990 30.574  O7 1.050
9 H 16.312 30.820 30.617  O7 0.984
10 O 16.353 28.262 32.059  H11 0.922, H12 0.857
11 H 17.156 27.985 31.700  O10 0.922
12 H 16.300 29.016 31.656  O10 0.857
13 O 13.171 29.548 34.147  H14 0.906, H15 0.961
14 H 12.510 29.647 34.758  O13 0.906
15 H 13.593 28.720 34.392  O13 0.961
16 O 10.171 30.519 30.686  H17 0.982, H18 0.907
17 H 9.233 30.462 30.401  O16 0.982
18 H 10.305 29.979 31.402  O16 0.907
19 O 14.113 27.220 30.734  H20 0.938, H21 0.924
20 H 13.755 28.069 30.912  O19 0.938
21 H 14.883 27.107 31.232  O19 0.924
22 O 13.370 32.617 31.457  H23 0.952, H24 0.867
23 H 12.643 33.214 31.606  O22 0.952
24 H 13.272 32.917 30.650  O22 0.867
25 O 10.900 28.880 32.822  H26 0.966, H27 1.035
26 H 10.576 28.221 33.450  O25 0.966
27 H 11.814 28.959 33.302  O25 1.035
28 O 13.618 29.918 31.380  H29 0.907, H30 0.887
29 H 13.694 29.672 32.250  O28 0.907
30 H 13.111 30.645 31.350  O28 0.887
31 O 10.888 31.990 33.999  H32 1.043, H33 0.992
32 H 11.015 31.386 33.158  O31 1.043
33 H 9.990 32.319 33.737  O31 0.992

(3)
This record from OMol25 describes a 11-piece molecular cluster, H22O11 overall. The level of theory is the ωB97M-V functional and the def2-TZVPD basis.

The charge is 0. The calculation puts the total energy at -22877.197 eV. The orbital gap comes out at 8.89 eV. For the energy relative to the best compared isomer or geometry (same formula, charge and spin), the calculation gives 99.5 kcal per mole. The SMILES is O.O.O.O.O.O.O.O.O.O.O.

Bonds (Å) are listed after each position.
CARTESIAN COORDINATES (ANGSTROEM)
1 O 3.421 -1.730 -1.735  H2 0.979, H3 0.936
2 H 2.891 -1.911 -0.931  O1 0.979
3 H 4.270 -2.125 -1.746  O1 0.936
4 O -2.446 -0.088 -0.730  H5 1.058, H6 1.028
5 H -2.834 -1.071 -0.683  O4 1.058
6 H -3.253 0.491 -0.996  O4 1.028
7 O 0.505 0.161 -0.246  H8 0.874, H9 0.923
8 H -0.368 0.179 -0.282  O7 0.874
9 H 0.777 -0.567 0.252  O7 0.923
10 O -2.663 -0.472 2.367  H11 0.963, H12 1.020
11 H -3.492 -0.128 2.715  O10 0.963
12 H -2.623 -0.185 1.389  O10 1.020
13 O -0.779 2.722 -1.713  H14 0.943, H15 1.015
14 H -0.557 1.856 -2.013  O13 0.943
15 H -1.722 2.888 -2.050  O13 1.015
16 O -0.084 -0.182 -2.727  H17 0.871, H18 0.894
17 H -0.951 -0.216 -2.803  O16 0.871
18 H 0.261 -0.408 -1.935  O16 0.894
19 O 2.233 2.185 -1.437  H20 0.912, H21 1.122
20 H 2.539 2.690 -0.742  O19 0.912
21 H 1.419 1.424 -1.303  O19 1.122
22 O -0.414 -2.152 1.458  H23 1.032, H24 0.971
23 H -1.001 -2.997 1.392  O22 1.032
24 H -0.928 -1.565 2.036  O22 0.971
25 O 2.447 -0.319 2.662  H26 0.941, H27 1.021
26 H 2.714 0.554 2.893  O25 0.941
27 H 1.482 -0.290 2.993  O25 1.021
28 O -2.004 2.483 0.815  H29 0.902, H30 0.900
29 H -1.595 2.614 0.022  O28 0.902
30 H -2.876 2.359 0.629  O28 0.900
31 O 2.027 -2.346 0.537  H32 1.060, H33 1.031
32 H 1.053 -2.287 0.951  O31 1.060
33 H 2.551 -1.567 0.962  O31 1.031

(4)
This record from OMol25 describes a 11-piece molecular cluster, H22O11 overall. The level of theory is the ωB97M-V functional and the def2-TZVPD basis.

The charge is 0. The calculation puts the total energy at -22877.255 eV. The orbital gap comes out at 10.77 eV. For the energy relative to the best compared isomer or geometry (same formula, charge and spin), the calculation gives 98.2 kcal per mole. The SMILES is O.O.O.O.O.O.O.O.O.O.O.

Bonds (Å) are listed after each position.
CARTESIAN COORDINATES (ANGSTROEM)
1 O 0.100 -0.886 -0.473  H2 0.964, H3 0.964
2 H -0.410 -0.116 -0.750  O1 0.964
3 H 0.998 -0.550 -0.375  O1 0.964
4 O -2.584 -0.682 0.375  H5 0.964, H6 0.964
5 H -2.535 0.012 1.042  O4 0.964
6 H -3.389 -1.164 0.597  O4 0.964
7 O -1.495 -3.108 -2.600  H8 0.964, H9 0.964
8 H -0.995 -3.710 -3.162  O7 0.964
9 H -0.947 -2.316 -2.558  O7 0.964
10 O 3.327 3.458 0.032  H11 0.964, H12 0.964
11 H 2.709 3.562 -0.699  O10 0.964
12 H 4.149 3.837 -0.299  O10 0.964
13 O 4.487 -2.182 0.845  H14 0.964, H15 0.964
14 H 4.669 -1.302 0.498  O13 0.964
15 H 3.818 -2.536 0.248  O13 0.964
16 O -0.166 -3.850 1.253  H17 0.964, H18 0.964
17 H 0.112 -3.350 2.029  O16 0.964
18 H -0.291 -4.746 1.584  O16 0.964
19 O -1.506 1.635 -0.828  H20 0.964, H21 0.964
20 H -1.496 0.939 -1.494  O19 0.964
21 H -1.171 2.410 -1.293  O19 0.964
22 O 2.645 0.193 1.500  H23 0.964, H24 0.964
23 H 3.526 -0.165 1.341  O22 0.964
24 H 2.056 -0.428 1.057  O22 0.964
25 O -1.872 1.810 -2.850  H26 0.964, H27 0.964
26 H -2.439 2.008 -3.604  O25 0.964
27 H -0.991 1.734 -3.232  O25 0.964
28 O -4.349 3.181 -1.386  H29 0.964, H30 0.964
29 H -3.647 2.520 -1.386  O28 0.964
30 H -4.241 3.638 -0.544  O28 0.964
31 O 1.297 0.297 4.422  H32 0.964, H33 0.964
32 H 0.641 -0.294 4.036  O31 0.964
33 H 0.800 1.097 4.626  O31 0.964

(5)
This record from OMol25 describes a 11-piece molecular cluster, H22O11 overall. The level of theory is the ωB97M-V functional and the def2-TZVPD basis.

The charge is 0. The calculation puts the total energy at -22878.982 eV. The orbital gap comes out at 10.31 eV. For the energy relative to the best compared isomer or geometry (same formula, charge and spin), the calculation gives 58.4 kcal per mole. The SMILES is O.O.O.O.O.O.O.O.O.O.O.

Bonds (Å) are listed after each position.
CARTESIAN COORDINATES (ANGSTROEM)
1 O 0.907 -0.230 -0.351  H2 0.964, H3 0.964
2 H -0.032 -0.328 -0.544  O1 0.964
3 H 1.343 -0.483 -1.173  O1 0.964
4 O -1.183 -2.404 3.870  H5 0.964, H6 0.964
5 H -1.616 -2.269 3.020  O4 0.964
6 H -0.564 -1.669 3.937  O4 0.964
7 O -1.603 -1.665 0.794  H8 0.964, H9 0.964
8 H -0.803 -1.138 0.688  O7 0.964
9 H -2.239 -1.051 1.179  O7 0.964
10 O 0.687 3.398 -1.259  H11 0.964, H12 0.964
11 H 1.601 3.174 -1.467  O10 0.964
12 H 0.706 3.612 -0.320  O10 0.964
13 O 0.149 2.556 1.802  H14 0.964, H15 0.964
14 H -0.504 2.328 2.474  O13 0.964
15 H -0.017 1.927 1.091  O13 0.964
16 O 0.235 -2.176 -2.515  H17 0.964, H18 0.964
17 H -0.598 -2.129 -2.996  O16 0.964
18 H 0.852 -1.679 -3.065  O16 0.964
19 O 3.567 -0.547 1.787  H20 0.964, H21 0.964
20 H 3.613 -1.498 1.641  O19 0.964
21 H 2.624 -0.350 1.752  O19 0.964
22 O 3.212 2.397 1.950  H23 0.964, H24 0.964
23 H 2.354 2.217 2.349  O22 0.964
24 H 3.686 2.892 2.628  O22 0.964
25 O -3.544 0.682 -1.224  H26 0.964, H27 0.964
26 H -4.152 0.306 -0.577  O25 0.964
27 H -3.076 1.367 -0.734  O25 0.964
28 O 0.216 -4.005 -0.215  H29 0.964, H30 0.964
29 H 0.060 -4.514 -1.019  O28 0.964
30 H -0.309 -3.206 -0.338  O28 0.964
31 O -2.082 1.181 -4.475  H32 0.964, H33 0.964
32 H -2.327 2.113 -4.503  O31 0.964
33 H -1.163 1.189 -4.185  O31 0.964

(6)
This record from OMol25 describes a 11-piece molecular cluster, H22O11 overall. The level of theory is the ωB97M-V functional and the def2-TZVPD basis.

The charge is 0. The calculation puts the total energy at -22876.679 eV. The orbital gap comes out at 10.39 eV. For the energy relative to the best compared isomer or geometry (same formula, charge and spin), the calculation gives 111.5 kcal per mole. The SMILES is O.O.O.O.O.O.O.O.O.O.O.

Bonds (Å) are listed after each position.
CARTESIAN COORDINATES (ANGSTROEM)
1 O -1.889 2.629 -0.285  H2 0.958, H3 0.978
2 H -2.566 2.705 -0.957  O1 0.958
3 H -1.215 3.239 -0.645  O1 0.978
4 O -1.305 -0.360 -4.487  H5 0.850, H6 0.950
5 H -2.011 -0.086 -4.876  O4 0.850
6 H -1.651 -0.947 -3.825  O4 0.950
7 O 1.202 -4.051 -1.117  H8 0.951, H9 0.980
8 H 1.007 -3.123 -1.183  O7 0.951
9 H 1.061 -4.241 -0.166  O7 0.980
10 O 2.617 0.396 -0.696  H11 0.980, H12 1.121
11 H 2.048 1.133 -0.392  O10 0.980
12 H 2.283 -0.547 -0.191  O10 1.121
13 O 1.372 2.222 1.534  H14 1.004, H15 1.016
14 H 0.937 3.110 1.709  O13 1.004
15 H 0.879 1.337 1.603  O13 1.016
16 O -0.817 0.182 -0.379  H17 0.951, H18 1.075
17 H -0.953 -0.372 0.381  O16 0.951
18 H -0.958 1.246 -0.438  O16 1.075
19 O 4.465 -3.153 -0.140  H20 0.968, H21 0.879
20 H 3.605 -3.402 -0.507  O19 0.968
21 H 4.356 -3.223 0.730  O19 0.879
22 O -2.248 -1.455 4.052  H23 1.035, H24 0.982
23 H -1.606 -0.675 3.828  O22 1.035
24 H -3.045 -0.990 4.390  O22 0.982
25 O 1.906 3.525 -1.953  H26 0.976, H27 0.940
26 H 1.772 3.115 -1.078  O25 0.976
27 H 2.531 3.045 -2.465  O25 0.940
28 O -3.964 -0.804 -0.539  H29 1.009, H30 0.954
29 H -4.522 -1.404 0.050  O28 1.009
30 H -3.101 -1.197 -0.432  O28 0.954
31 O -0.222 0.335 2.632  H32 0.952, H33 1.071
32 H 0.412 0.423 3.335  O31 0.952
33 H -0.381 1.386 2.505  O31 1.071